# 1
An isolated molecule of CH2N4S. Source: the Open Molecules 2025 dataset; level of theory: the ωB97M-V functional and the def2-TZVPD basis.

Cartesian coordinates (Å):
S -1.8858 0.0605 0.0111
N -0.1760 0.0249 -0.1177
C 0.6817 1.1360 0.0339
N 1.8797 0.5943 0.0287
N 1.7966 -0.7687 0.0430
N 0.5061 -1.0874 -0.0520
H -2.0460 -1.3319 0.3326
H 0.0837 2.2055 -0.0284

Properties
* HOMO-LUMO gap: 10.26 eV
* molar mass: 102.12 g/mol
* energy relative to the best compared isomer or geometry (same formula, charge and spin): 1.8748 eV
* SMILES: Sn1cnnn1

natural (NBO) atomic charge list, values in e, 4 entries: 0.199, -0.326, 0.118, -0.291

---

# 2
An isolated molecule of C4H8O2. Source: the Open Molecules 2025 dataset; level of theory: the ωB97M-V functional and the def2-TZVPD basis.

Cartesian coordinates (Å):
C 1.0112 0.2434 0.9559
C 0.2936 -0.0470 -0.3695
C 0.2391 1.2493 -1.1471
O 1.0306 1.5895 -1.9904
C -1.1299 -0.5763 -0.1401
O -1.2331 -1.5131 0.9104
H 2.0436 0.5500 0.7669
H 1.0091 -0.6448 1.5902
H 0.5085 1.0353 1.5241
H 0.8848 -0.7595 -0.9605
H -0.5918 1.9256 -0.8464
H -1.7900 0.2492 0.1477
H -1.5180 -0.9977 -1.0796
H -0.7577 -2.3039 0.6384

Properties
* HOMO-LUMO gap: 10.60 eV
* molar mass: 88.11 g/mol
* energy relative to the best compared isomer or geometry (same formula, charge and spin): 1.2494 eV
* SMILES: C[C@H](C=O)CO

natural (NBO) atomic charge list, values in e, 4 entries: -0.603, -0.362, 0.456, -0.510

---

# 3
A structure of composition C34H31AsN3OPPtS. Source: the Open Molecules 2025 dataset; level of theory: the ωB97M-V functional and the def2-TZVPD basis.

Cartesian coordinates (Å):
Pt 0.1559 -0.2242 0.2535
N 3.6733 2.0810 -0.3899
C 2.4911 1.5924 -0.0802
S 2.3972 0.0336 0.6861
N 1.4253 2.3989 -0.2889
N 0.2547 1.8606 -0.0703
C -0.7321 2.6996 0.1790
C -2.1016 2.3550 0.2093
C -3.0128 3.4008 0.3975
C -4.3751 3.1807 0.3721
C -4.8930 1.8768 0.1348
C -4.0582 0.8209 -0.0300
C -2.6282 0.9869 0.0322
O -1.9223 -0.0423 -0.0636
H 4.5113 1.5509 -0.2015
H 3.7529 3.0059 -0.7921
H -0.4648 3.7415 0.3371
H -2.6293 4.4022 0.5464
H -5.0543 4.0069 0.5317
H -5.9642 1.7320 0.0950
H -4.4336 -0.1791 -0.1983
C 1.4500 -3.4745 0.2034
C 1.2882 -4.9575 0.5578
As 1.2478 -6.2560 -0.9493
C -0.3002 -7.3235 -0.5078
C -0.1951 -8.6545 -0.1134
C -1.3390 -9.3541 0.2496
C -2.5826 -8.7427 0.1915
C -2.6927 -7.4289 -0.2445
C -1.5550 -6.7250 -0.6073
C 2.7320 -7.4042 -0.4668
C 3.5763 -7.8563 -1.4721
C 4.6267 -8.7113 -1.1609
C 4.8326 -9.1074 0.1519
C 3.9874 -8.6582 1.1580
C 2.9384 -7.8024 0.8547
P -0.0973 -2.5144 -0.0245
C -1.0653 -2.9928 1.4411
C -2.2020 -3.7948 1.4050
C -2.8162 -4.1856 2.5873
C -2.3038 -3.7772 3.8085
C -1.1790 -2.9617 3.8522
C -0.5667 -2.5661 2.6765
C -0.9472 -3.0518 -1.5053
C -2.3122 -2.7796 -1.6638
C -2.9670 -3.1855 -2.8115
C -2.2665 -3.8433 -3.8175
C -0.9037 -4.0624 -3.6899
C -0.2377 -3.6499 -2.5460
H 2.1100 -3.3250 -0.6558
H 1.9251 -2.9613 1.0451
H 0.4171 -5.1158 1.1947
H 2.1706 -5.2621 1.1219
H 0.7705 -9.1413 -0.0764
H -1.2565 -10.3819 0.5781
H -3.4702 -9.2990 0.4625
H -3.6678 -6.9623 -0.3177
H -1.6348 -5.7132 -0.9918
H 3.4179 -7.5420 -2.4966
H 5.2823 -9.0644 -1.9456
H 5.6553 -9.7666 0.3947
H 4.1378 -8.9805 2.1805
H 2.2734 -7.4727 1.6446
H -2.6084 -4.1264 0.4607
H -3.6941 -4.8164 2.5511
H -2.7803 -4.0897 4.7279
H -0.7833 -2.6345 4.8044
H 0.3128 -1.9316 2.7198
H -2.8508 -2.2607 -0.8824
H -4.0244 -2.9887 -2.9285
H -2.7830 -4.1678 -4.7107
H -0.3515 -4.5428 -4.4856
H 0.8318 -3.7747 -2.4844

Properties
* HOMO-LUMO gap: 2.14 eV
* molar mass: 830.68 g/mol
* total charge: +2

Löwdin atomic charge list, values in e, 4 entries: 0.763, 0.188, -0.746, 0.670

---

# 4
A cluster of 2 separate species, C6H10N in total. Source: the Open Molecules 2025 dataset; level of theory: the ωB97M-V functional and the def2-TZVPD basis.

Cartesian coordinates (Å):
C 2.3265 -0.8526 0.6860
C 1.5417 0.0654 0.6726
C 0.3813 -1.8703 -1.4167
C -0.2419 -0.7407 -1.5089
C -0.4751 1.5935 0.7827
C 0.7124 1.0525 0.1068
N -1.0838 0.6593 1.6511
H 2.7382 -1.7842 0.8951
H 0.1959 -2.7091 -1.9466
H 1.2617 -1.9939 -0.7791
H -1.1742 -0.7174 -2.1853
H -0.0906 2.4990 1.3731
H -1.1508 2.2055 0.2137
H 1.3771 1.8070 -0.2994
H -0.9240 -0.3635 1.7794
H -1.7497 0.9349 2.3060
H 0.2304 0.2372 -1.1286

Properties
* HOMO-LUMO gap (spin up / spin down): 6.71 / 6.71 eV
* molar mass: 96.15 g/mol
* total charge: +1
* energy relative to the best compared isomer or geometry (same formula, charge and spin): 5.6273 eV

natural (NBO) atomic charge list, values in e, 4 entries: 0.018, -0.082, -0.322, -0.283

---

# 5
A structure of composition C33H67N2O4PtSSbSi6. Source: the Open Molecules 2025 dataset; level of theory: the ωB97M-V functional and the def2-TZVPD basis.

Cartesian coordinates (Å):
Pt -0.6570 0.6069 -0.0496
C -0.8208 3.3661 4.0112
Si -0.0144 2.2523 2.7335
C 0.7833 0.7893 3.5944
C 1.3363 3.2587 1.9280
C -1.4757 1.7066 1.5948
Si -2.4045 3.1575 0.7903
C -3.0945 2.5422 -0.8421
C -3.7946 3.6832 1.9179
C -1.2950 4.5998 0.3834
Si -2.5731 0.3950 2.3802
C -3.1752 0.6956 4.1123
C -4.0211 -0.1083 1.3048
C -1.3876 -1.0605 2.2848
C -1.1889 -2.0852 3.1948
C -0.2287 -3.0531 2.9600
C 0.5259 -2.9698 1.8029
C 0.2916 -1.9345 0.9221
N -0.6516 -1.0063 1.1445
H -0.0855 3.5567 4.7955
H -1.7038 2.9503 4.4818
H -1.0825 4.3312 3.5814
H 1.6617 1.1523 4.1290
H 1.1198 0.0124 2.9066
H 0.1329 0.3254 4.3334
H 2.2066 3.2058 2.5868
H 1.0653 4.3072 1.8487
H 1.6458 2.9045 0.9510
H -4.0412 2.0288 -0.7026
H -2.4320 1.8371 -1.3616
H -3.2492 3.3860 -1.5164
H -4.5301 2.8909 2.0509
H -4.3148 4.5369 1.4813
H -3.4389 3.9848 2.8999
H -0.3827 4.2966 -0.1298
H -1.0043 5.1732 1.2603
H -1.8391 5.2758 -0.2780
H -3.7367 1.6247 4.1722
H -2.3678 0.7469 4.8390
H -3.8490 -0.1096 4.4084
H -4.8051 0.6452 1.2804
H -4.4617 -1.0227 1.7056
H -3.7015 -0.2972 0.2801
H -1.7808 -2.1079 4.0985
H -0.0575 -3.8503 3.6703
H 1.2956 -3.6932 1.5770
H 0.8720 -1.8265 0.0193
C -4.2337 0.5745 -3.1167
Si -3.0866 -0.8443 -3.3242
C -2.7479 -1.1748 -5.1034
C -3.3697 -2.3100 -2.2380
Sb -0.1664 -0.5393 -2.5223
Si 0.4767 -3.0933 -2.8528
C -0.0915 -3.6618 -4.5315
C -0.3997 -4.0630 -1.5051
C 2.3252 -3.1825 -2.7339
Si 0.3680 1.1949 -4.4425
C 2.0856 1.7803 -4.1131
C -0.9424 2.5054 -4.1976
C 0.2468 0.2907 -6.0761
H -4.9581 0.4574 -3.9289
H -3.7709 1.5506 -3.2347
H -4.7553 0.5439 -2.1650
H -3.6173 -1.7602 -5.4227
H -1.8614 -1.7512 -5.3305
H -2.7336 -0.2540 -5.6814
H -4.4197 -2.5946 -2.3524
H -3.1979 -2.0863 -1.1871
H -2.7570 -3.1594 -2.5254
H -1.1706 -3.7749 -4.6033
H 0.3380 -4.6547 -4.6825
H 0.2671 -3.0355 -5.3456
H -1.0640 -4.7970 -1.9614
H -0.9966 -3.4568 -0.8294
H 0.3241 -4.6124 -0.9041
H 2.8069 -2.6068 -3.5237
H 2.5909 -4.2344 -2.8677
H 2.7184 -2.8417 -1.7798
H 2.2123 2.2604 -3.1456
H 2.3301 2.5226 -4.8768
H 2.8098 0.9704 -4.2146
H -1.3562 2.5168 -3.1894
H -1.7626 2.3898 -4.9068
H -0.4976 3.4863 -4.3679
H 0.1606 -0.7869 -5.9735
H 1.1611 0.4813 -6.6383
H -0.5871 0.6421 -6.6796
C 11.3024 2.9136 -2.5709
C 9.8357 2.6470 -2.7228
C 9.2412 1.5548 -2.1009
C 7.8907 1.2878 -2.2631
C 7.1176 2.1227 -3.0565
C 7.6883 3.2261 -3.6758
C 9.0369 3.4767 -3.5059
S 5.4122 1.8030 -3.3614
O 4.6926 3.0377 -3.2330
O 5.3049 1.0133 -4.5519
N 4.8633 0.8351 -2.1519
C 4.5348 1.3845 -0.8556
C 3.4294 0.5708 -0.1930
C 2.1127 0.6029 -0.9245
O 1.3308 1.5350 -0.7545
O 1.7969 -0.4323 -1.6115
H 11.6688 2.5720 -1.6042
H 11.5243 3.9748 -2.6654
H 11.8675 2.3891 -3.3426
H 9.8401 0.9028 -1.4793
H 7.4637 0.4268 -1.7683
H 7.0845 3.8885 -4.2794
H 9.4794 4.3381 -3.9871
H 5.2934 -0.0776 -2.1630
H 4.2316 2.4214 -0.9926
H 5.3976 1.3802 -0.1812
H 3.2478 0.9774 0.8036
H 3.7328 -0.4718 -0.0780

Properties
* HOMO-LUMO gap (spin up / spin down): 4.83 / 4.83 eV
* molar mass: 1073.33 g/mol
* total charge: +2

Löwdin atomic charge list, values in e, 4 entries: 0.733, -0.154, 0.429, -0.158

---

# 6
An isolated molecule of C6H9N3O2. Source: the Open Molecules 2025 dataset; level of theory: the ωB97M-V functional and the def2-TZVPD basis.

Cartesian coordinates (Å):
N 2.4437 1.5110 0.6666
C 1.3166 0.5244 0.4697
C 0.2717 1.2861 -0.3667
C -1.1599 0.5667 -0.2601
C -2.4111 1.0321 -0.4930
N -3.3018 0.0042 -0.0511
C -2.6100 -0.9841 0.4839
N -1.2538 -0.7229 0.3040
C 1.8911 -0.7564 -0.1296
O 3.0091 -0.7995 -0.5692
O 1.0976 -1.7654 -0.2288
H 2.8909 1.6306 -0.2055
H 3.1174 0.8911 1.1730
H 0.9773 0.3057 1.4946
H 0.1735 2.3309 -0.0647
H 0.6561 1.3049 -1.4022
H -2.7311 2.0638 -0.6880
H -4.3355 -0.0349 -0.0276
H -2.9911 -1.8509 0.9934
H 0.3825 -1.6807 0.4490

Properties
* HOMO-LUMO gap: 9.91 eV
* molar mass: 155.16 g/mol
* energy relative to the best compared isomer or geometry (same formula, charge and spin): 1.2346 eV
* SMILES: N[C@@H](Cc1c[nH]cn1)C(=O)O

natural (NBO) atomic charge list, values in e, 4 entries: -0.802, -0.176, -0.417, 0.131

---

# 7
A cluster of 2 separate species, C11H18 in total. Source: the Open Molecules 2025 dataset; level of theory: the ωB97M-V functional and the def2-TZVPD basis.

Cartesian coordinates (Å):
C -2.4739 2.7904 -0.2642
C -1.2339 2.2169 0.3779
C -0.0433 2.9444 0.2474
C 1.0238 2.7530 1.1115
C 1.0163 1.7626 2.0741
C -0.1362 1.0196 2.2190
C -1.2726 1.2513 1.3785
H -2.5138 2.5682 -1.3382
H -2.4555 3.8750 -0.1468
H -3.3697 2.3841 0.1725
H 0.1199 3.6498 -0.5451
H 1.9769 3.2575 0.9810
H 1.8604 1.6536 2.7332
H -0.2842 0.2782 2.9898
H -2.0415 0.4982 1.4942
C 1.1933 -3.0174 0.2445
C 0.6668 -1.9351 -0.7429
C 1.6778 -1.6828 -1.8675
C -0.6063 -2.5466 -1.3873
H 1.8681 -2.4857 0.9213
H 1.5172 -3.9306 -0.2486
H 0.3205 -3.2545 0.8734
H 0.4480 -1.0802 -0.1201
H 1.5832 -2.4861 -2.5934
H 1.3671 -0.7831 -2.3996
H 2.6781 -1.5774 -1.4377
H -0.3591 -3.2270 -2.1984
H -1.2513 -3.0876 -0.6922
H -1.2760 -1.8088 -1.8363

Properties
* HOMO-LUMO gap: 10.02 eV
* molar mass: 150.27 g/mol
* energy relative to the best compared isomer or geometry (same formula, charge and spin): 0.8344 eV
* SMILES: Cc1ccccc1.CC(C)C

natural (NBO) atomic charge list, values in e, 4 entries: -0.631, -0.005, -0.219, -0.201